# 1
A molecular structure, C27H57MnN3O6P2, computed with wB97M-V/def2-TZVPD.

Positions of all 96 atoms, in Å:
Mn  -4.69  -8.28  -14.89
C  -4.15  -9.84  -17.97
C  -5.12  -10.23  -16.89
C  -6.44  -9.82  -17.08
C  -7.44  -10.20  -16.19
C  -8.87  -9.75  -16.37
C  -7.08  -11.02  -15.11
C  -5.78  -11.36  -14.85
C  -5.39  -12.03  -13.57
C  -4.75  -10.95  -15.75
H  -3.10  -10.16  -17.71
H  -4.13  -8.78  -18.15
H  -4.45  -10.32  -18.88
H  -6.63  -9.14  -17.93
H  -9.03  -8.67  -16.32
H  -9.50  -10.22  -15.62
H  -9.26  -10.19  -17.28
H  -7.86  -11.34  -14.42
H  -6.30  -12.48  -13.15
H  -4.92  -11.31  -12.88
H  -4.72  -12.85  -13.77
H  -3.68  -11.15  -15.52
C  -0.92  -9.31  -15.64
C  -1.70  -8.10  -15.14
C  -2.11  -7.23  -16.35
C  -0.90  -7.23  -14.14
O  -2.85  -8.49  -14.48
H  0.12  -9.14  -15.99
H  -1.42  -9.84  -16.42
H  -0.80  -9.95  -14.76
H  -1.21  -6.79  -16.83
H  -2.74  -6.39  -16.00
H  -2.61  -7.84  -17.08
H  0.02  -6.93  -14.59
H  -0.65  -7.84  -13.24
H  -1.45  -6.32  -13.81
C  -7.03  -7.68  -9.48
N  -6.80  -8.36  -10.73
C  -7.77  -9.44  -10.88
P  -6.25  -7.60  -12.11
O  -5.96  -8.61  -13.15
N  -4.96  -6.73  -11.59
C  -3.97  -7.50  -10.92
C  -4.45  -5.75  -12.55
N  -7.35  -6.53  -12.67
C  -8.16  -6.68  -13.86
C  -7.80  -5.47  -11.81
H  -6.82  -8.34  -8.63
H  -8.06  -7.36  -9.36
H  -6.37  -6.82  -9.42
H  -7.61  -10.18  -10.13
H  -7.56  -9.94  -11.82
H  -8.84  -9.06  -10.82
H  -4.35  -7.91  -9.98
H  -3.11  -6.86  -10.65
H  -3.61  -8.33  -11.50
H  -5.18  -5.53  -13.31
H  -3.60  -6.23  -13.05
H  -4.09  -4.82  -12.05
H  -7.60  -7.25  -14.61
H  -8.31  -5.72  -14.30
H  -9.12  -7.14  -13.61
H  -7.17  -5.40  -10.90
H  -8.82  -5.66  -11.55
H  -7.68  -4.53  -12.39
C  -5.05  -2.40  -16.59
C  -4.22  -3.34  -15.77
C  -4.04  -2.82  -14.39
C  -2.90  -3.57  -16.49
O  -4.91  -4.61  -15.55
P  -5.70  -5.52  -16.60
O  -7.04  -4.97  -16.88
O  -5.62  -6.90  -15.94
O  -4.72  -5.46  -17.89
C  -5.27  -5.69  -19.24
C  -6.37  -6.76  -19.26
C  -4.06  -6.17  -20.08
C  -5.83  -4.34  -19.70
H  -4.48  -1.50  -16.79
H  -6.03  -2.19  -16.17
H  -5.29  -2.88  -17.54
H  -3.51  -1.88  -14.38
H  -3.44  -3.49  -13.74
H  -5.02  -2.65  -13.89
H  -2.43  -2.61  -16.58
H  -3.15  -3.94  -17.48
H  -2.25  -4.26  -15.93
H  -5.99  -7.76  -18.97
H  -6.67  -6.87  -20.32
H  -7.20  -6.45  -18.65
H  -3.72  -7.12  -19.68
H  -3.31  -5.42  -20.02
H  -4.35  -6.32  -21.17
H  -6.56  -3.93  -19.00
H  -6.34  -4.44  -20.66
H  -5.05  -3.63  -19.82

For the LUMO energy (spin up / spin down), the calculation gives 0.60 / 0.59 eV. The calculation puts the energy above the lowest of the compared OMol25 structures with the same formula, charge and spin at 0.000 eV. The spin multiplicity is 6.

Löwdin population analysis, charges in e, atoms 1 to 2:
1. Mn 0.933
2. C -0.038

***

# 2
4 unconnected molecules or ions with the total composition C21H32F9O10PS, computed with wB97M-V/def2-TZVPD.

Positions of all 74 atoms, in Å:
C  -2.16  4.04  4.29
C  -2.12  2.88  3.22
C  -3.50  2.88  2.48
C  -1.93  1.52  3.91
C  -0.60  1.42  4.69
C  0.66  0.79  3.98
O  1.00  -0.31  4.87
C  0.19  -1.35  4.52
O  -0.19  -2.13  5.26
C  -0.15  -1.33  2.99
C  0.55  0.02  2.65
P  0.18  0.84  1.07
O  0.75  2.37  1.06
O  1.15  0.06  0.00
S  -1.63  0.68  0.42
H  -2.98  4.73  4.10
H  -1.22  4.60  4.24
H  -2.24  3.57  5.27
H  -1.31  3.14  2.53
H  -4.25  3.44  3.03
H  -3.40  3.26  1.47
H  -3.86  1.85  2.46
H  -2.07  0.66  3.25
H  -2.73  1.46  4.66
H  -0.28  2.40  5.06
H  -0.81  0.84  5.60
H  1.45  1.54  4.01
H  -1.19  -1.43  2.72
H  0.55  -2.09  2.64
H  1.59  -0.32  2.48
H  0.82  2.68  1.98
H  1.09  0.59  -0.81
C  2.17  -2.85  -0.08
C  0.82  -3.44  -0.41
O  0.95  -4.77  -0.94
C  1.13  -5.74  -0.05
O  1.20  -5.61  1.13
C  1.20  -7.09  -0.78
F  2.01  -7.03  -1.86
F  -0.01  -7.48  -1.20
F  1.67  -8.06  0.01
H  2.82  -2.87  -0.96
H  2.06  -1.81  0.24
H  2.67  -3.41  0.71
H  0.33  -2.85  -1.18
H  0.16  -3.44  0.46
C  -1.62  6.86  -2.60
C  -0.87  7.11  -1.31
O  -1.78  7.33  -0.21
C  -2.31  6.24  0.33
O  -2.09  5.11  -0.01
C  -3.21  6.63  1.51
F  -4.03  7.65  1.20
F  -2.49  7.01  2.57
F  -3.98  5.60  1.89
H  -2.32  7.68  -2.80
H  -0.92  6.78  -3.43
H  -2.21  5.95  -2.54
H  -0.27  8.02  -1.39
H  -0.18  6.30  -1.07
C  2.24  -6.10  -4.49
C  3.49  -5.69  -5.23
O  3.21  -5.43  -6.62
C  2.68  -4.25  -6.90
O  2.42  -3.39  -6.11
C  2.48  -4.11  -8.42
F  1.93  -5.22  -8.95
F  3.66  -3.92  -9.04
F  1.70  -3.08  -8.72
H  1.77  -6.96  -4.97
H  2.48  -6.37  -3.45
H  1.50  -5.30  -4.47
H  4.22  -6.49  -5.21
H  3.96  -4.82  -4.77

For the LUMO energy, the calculation gives 0.04 eV. Its SMILES is CC(C)CC[C@H]1OC(=O)C[C@H]1P(O)(O)=S.CCOC(=O)C(F)(F)F.CCOC(=O)C(F)(F)F.CCOC(=O)C(F)(F)F.

Löwdin population analysis, charges in e, atoms 1 to 2:
1. C -0.064
2. C -0.399

***

# 3
A molecular structure, C63H52NOP3Rb, computed with wB97M-V/def2-TZVPD.

Positions of all 121 atoms, in Å:
Rb  -1.94  -0.96  1.34
C  -4.06  -2.75  2.65
C  -4.75  -2.16  1.57
C  -4.27  -2.75  0.38
C  -3.28  -3.69  0.72
C  -3.15  -3.69  2.13
H  -4.22  -2.54  3.70
H  -5.55  -1.44  1.65
H  -4.64  -2.55  -0.62
H  -2.76  -4.35  0.04
H  -2.50  -4.34  2.71
C  1.42  4.34  -5.37
C  0.75  2.95  -5.30
C  0.67  2.34  -6.72
C  1.59  2.02  -4.43
C  2.92  1.79  -4.77
C  3.70  0.92  -4.05
C  3.13  0.21  -3.00
C  1.80  0.38  -2.63
P  1.02  -0.75  -1.35
C  2.56  -1.17  -0.43
C  3.13  -0.15  0.33
C  4.28  -0.37  1.07
C  4.87  -1.63  1.07
C  4.31  -2.65  0.33
C  3.16  -2.43  -0.43
C  0.79  -2.27  -2.40
C  1.62  -2.66  -3.45
C  1.39  -3.84  -4.14
C  0.32  -4.65  -3.79
C  -0.53  -4.27  -2.76
C  -0.29  -3.08  -2.08
C  1.06  1.36  -3.33
O  -0.20  1.64  -2.86
C  -1.02  2.51  -3.53
C  -2.27  2.79  -2.94
C  -3.16  3.59  -3.64
C  -2.83  4.13  -4.87
C  -1.57  3.90  -5.39
C  -0.64  3.11  -4.73
P  -2.80  2.21  -1.27
C  -3.18  0.47  -1.79
C  -4.56  0.27  -1.83
C  -5.12  -0.79  -2.53
C  -4.30  -1.69  -3.20
C  -2.92  -1.52  -3.14
C  -2.37  -0.46  -2.44
C  -1.25  2.64  -0.37
C  -0.42  1.91  0.47
C  0.61  2.55  1.16
C  0.82  3.91  1.04
C  -0.02  4.66  0.22
C  -1.04  4.03  -0.46
H  2.42  4.27  -5.81
H  1.50  4.76  -4.37
H  0.82  5.02  -5.98
H  1.66  2.20  -7.14
H  0.11  3.00  -7.39
H  0.16  1.38  -6.68
H  3.35  2.31  -5.62
H  4.74  0.77  -4.31
H  3.75  -0.49  -2.45
H  2.66  0.83  0.34
H  4.71  0.43  1.65
H  5.77  -1.81  1.66
H  4.77  -3.64  0.32
H  2.74  -3.24  -1.01
H  2.46  -2.04  -3.74
H  2.05  -4.13  -4.94
H  0.13  -5.57  -4.34
H  -1.38  -4.88  -2.49
H  -0.98  -2.79  -1.29
H  -4.12  3.80  -3.18
H  -3.54  4.75  -5.41
H  -1.30  4.35  -6.34
H  -5.21  0.97  -1.32
H  -6.20  -0.92  -2.54
H  -4.73  -2.52  -3.75
H  -2.27  -2.22  -3.65
H  -1.30  -0.33  -2.44
H  -0.55  0.85  0.60
H  1.23  1.96  1.82
H  1.62  4.38  1.59
H  0.12  5.73  0.13
H  -1.70  4.62  -1.08
C  -0.59  -4.14  5.19
C  -1.42  -3.04  5.33
C  -1.02  -1.79  4.85
C  0.22  -1.64  4.23
C  1.05  -2.76  4.10
C  0.65  -3.99  4.58
P  0.91  -0.03  3.64
C  2.24  0.16  4.92
C  2.17  -0.37  6.21
C  3.17  -0.12  7.14
C  4.27  0.66  6.80
C  4.36  1.19  5.52
C  3.35  0.94  4.59
C  -0.34  1.18  4.17
C  -0.23  2.03  5.28
C  -1.22  2.98  5.49
C  -2.29  3.06  4.61
C  -2.37  2.18  3.53
C  -1.39  1.21  3.23
H  -0.90  -5.10  5.57
H  -2.38  -3.14  5.81
H  -1.66  -0.93  4.96
H  2.01  -2.64  3.61
H  1.31  -4.85  4.48
H  1.32  -0.97  6.50
H  3.10  -0.54  8.14
H  5.05  0.85  7.52
H  5.21  1.80  5.24
H  3.41  1.35  3.59
H  0.62  1.97  5.96
H  -1.16  3.65  6.34
H  -3.06  3.81  4.77
H  -3.23  2.29  2.86
N  0.37  -4.10  1.24
C  0.28  -2.97  0.97
H  0.37  -5.04  1.56

Its total charge is -1. For the LUMO energy, the calculation gives 1.98 eV. The calculation puts the energy above the lowest of the compared OMol25 structures with the same formula, charge and spin at 1.324 eV.

Löwdin population analysis, charges in e, atoms 1 to 2:
1. Rb 0.709
2. C -0.257

***

# 4
4 unconnected molecules or ions with the total composition C4H4Cl12, computed with wB97M-V/def2-TZVPD.

Positions of all 20 atoms, in Å:
Cl  3.41  13.34  9.33
C  5.12  13.92  9.49
Cl  4.89  15.30  10.67
Cl  5.98  14.38  8.02
H  5.61  13.08  9.99
Cl  9.59  5.10  6.41
C  8.50  6.14  5.44
Cl  8.84  5.77  3.72
Cl  8.75  7.83  6.03
H  7.47  5.82  5.61
Cl  6.05  10.78  6.07
C  4.58  11.40  5.20
Cl  4.59  10.84  3.56
Cl  4.65  13.13  5.10
H  3.66  11.09  5.70
Cl  9.33  8.90  9.53
C  8.82  10.25  8.56
Cl  10.22  10.84  7.73
Cl  7.92  11.56  9.37
H  8.12  9.87  7.81

For the LUMO energy, the calculation gives 0.27 eV. Its SMILES is ClC(Cl)Cl.ClC(Cl)Cl.ClC(Cl)Cl.ClC(Cl)Cl. The calculation puts the energy above the lowest of the compared OMol25 structures with the same formula, charge and spin at 0.817 eV.

natural (NBO) population analysis, charges in e, atoms 1 to 2:
1. Cl -0.022
2. C -0.246

***

# 5
A molecular structure, C10H18Cl2N2PdS, computed with wB97M-V/def2-TZVPD.

Positions of all 34 atoms, in Å:
Pd  0.26  -0.63  -0.20
Cl  -0.30  -2.82  -0.96
Cl  0.67  1.61  0.49
C  2.11  -0.69  -1.24
H  2.81  0.00  -0.77
H  2.31  -1.77  -1.26
C  -1.37  0.41  -0.59
C  1.17  -0.13  -2.13
H  -1.94  0.88  0.24
C  0.71  -0.87  -3.34
H  1.06  0.96  -2.13
C  -0.60  -0.38  -3.98
H  1.51  -0.82  -4.10
H  0.59  -1.93  -3.06
C  -1.80  -0.46  -3.03
H  -0.46  0.65  -4.35
H  -0.80  -1.00  -4.87
C  -1.82  0.68  -1.94
H  -2.71  -0.37  -3.62
H  -1.81  -1.45  -2.56
H  -1.20  1.53  -2.24
H  -2.88  1.01  -1.84
S  -0.99  -1.12  1.75
C  -0.19  -0.24  2.98
N  1.10  -0.32  3.36
C  1.42  0.58  4.46
C  0.08  1.25  4.76
N  -0.82  0.61  3.82
H  1.80  -0.79  2.80
H  2.19  1.31  4.16
H  1.80  0.03  5.32
H  0.12  2.33  4.62
H  -0.24  1.06  5.79
H  -1.78  0.89  3.66

For the LUMO energy (spin up / spin down), the calculation gives 0.12 / -3.81 eV. The calculation puts the energy above the lowest of the compared OMol25 structures with the same formula, charge and spin at 0.000 eV. The spin multiplicity is 5.

natural (NBO) population analysis, charges in e, atoms 1 to 2:
1. Pd 0.747
2. Cl -0.624

***

# 6
2 unconnected molecules or ions with the total composition C6H12N4, computed with wB97M-V/def2-TZVPD.

Positions of all 22 atoms, in Å:
N  -1.80  2.12  -0.44
C  -1.74  0.83  0.05
C  -1.70  0.11  1.32
N  -1.79  -1.20  1.07
N  -1.95  -1.38  -0.25
C  -1.83  -0.19  -0.87
H  -1.27  2.73  0.15
H  -1.71  2.29  -1.43
H  -1.60  0.65  2.20
H  -1.72  -2.32  -0.43
H  -1.73  -0.28  -1.98
C  1.78  1.02  0.58
C  2.08  -0.31  0.03
C  1.43  -1.65  0.11
N  1.17  -0.76  -0.97
H  0.75  1.05  0.81
H  2.16  1.70  -0.06
H  2.20  1.30  1.46
H  3.23  -0.27  -0.29
H  2.00  -2.48  0.03
H  0.64  -1.75  0.75
H  1.39  -1.21  -1.83

For the LUMO energy, the calculation gives 1.03 eV. Its SMILES is Nc1cn[nH]c1.C[C@H]1CN1. The calculation puts the energy above the lowest of the compared OMol25 structures with the same formula, charge and spin at 3.410 eV.

natural (NBO) population analysis, charges in e, atoms 1 to 2:
1. N -0.814
2. C 0.045